1.
C20H27N5O4 | the ωB97M-V functional and the def2-TZVPD basis

```
56
Properties=species:S:1:pos:R:3
C -4.543 2.734 -0.003
C -4.483 1.405 0.682
C -3.371 0.634 0.652
C -3.337 -0.659 1.315
N -2.474 -1.584 1.434
C -1.118 -1.586 0.924
C -1.041 -2.393 -0.374
C 0.408 -2.649 -0.778
C 1.223 -1.366 -0.871
C 1.104 -0.576 0.437
C -0.356 -0.268 0.754
C 2.678 -1.687 -1.200
N 3.420 -0.480 -1.540
C 4.347 -0.002 -0.662
O 4.552 -0.524 0.423
C 5.161 1.173 -1.064
C 5.765 1.477 -2.236
O 6.524 2.561 -2.106
N 6.435 3.014 -0.794
C 5.644 2.187 -0.175
C 5.338 2.363 1.272
C 2.816 0.258 -2.639
C 1.356 0.541 -2.317
O 0.656 -0.637 -1.977
N -4.572 -0.923 1.945
C -5.628 -0.098 1.925
C -6.848 -0.546 2.696
O -6.847 -1.931 2.986
N -5.654 1.046 1.325
H -3.607 2.973 -0.504
H -5.353 2.734 -0.733
H -4.770 3.512 0.727
H -2.509 0.980 0.110
H -0.549 -2.154 1.673
H -1.566 -3.339 -0.236
H -1.558 -1.844 -1.166
H 0.886 -3.300 -0.038
H 0.453 -3.161 -1.742
H 1.550 -1.179 1.232
H 1.697 0.340 0.393
H -0.759 0.310 -0.079
H -0.436 0.340 1.658
H 3.169 -2.168 -0.357
H 2.702 -2.357 -2.066
H 5.763 1.011 -3.208
H 5.682 1.495 1.831
H 5.822 3.263 1.643
H 4.262 2.441 1.427
H 3.339 1.196 -2.802
H 2.881 -0.346 -3.549
H 1.296 1.281 -1.510
H 0.853 0.954 -3.192
H -4.645 -1.802 2.440
H -6.852 -0.023 3.653
H -7.732 -0.229 2.142
H -7.176 -2.413 2.220
```

## Properties
**Electronic energy**: -36818.1222 eV
**E_HOMO**: -8.0 eV
**SMILES**: Cc1c/c(=N\[C@H]2CC[C@@]3(CC2)CN(C(=O)c2conc2C)CCO3)[nH]c(CO)n1
**Frontier orbital gap**: 8.601 eV
**Molecular weight**: 401.47 g/mol
**Energy relative to the best compared isomer or geometry (same formula, charge and spin)**: 113.5 kJ/mol

***

2.
C20H27O2P2SbSe4Ti | the ωB97M-V functional and the def2-TZVPD basis

```
57
Properties=species:S:1:pos:R:3
Ti -0.208 -0.179 -0.360
O -1.277 -2.330 -0.316
C -2.091 -1.469 0.079
O -1.892 -0.730 1.087
C -3.233 -1.055 -0.861
P -2.944 0.712 -1.338
C -1.397 0.639 -2.301
C -0.800 -0.559 -2.736
C 0.348 -0.522 -3.551
C 0.951 0.671 -3.864
C 0.417 1.868 -3.367
C -0.718 1.846 -2.588
C -4.220 0.794 -2.685
C -5.570 0.750 -2.329
C -6.567 0.855 -3.286
C -6.233 1.027 -4.624
C -4.896 1.090 -4.989
C -3.900 0.973 -4.029
H -4.183 -1.096 -0.323
H -3.283 -1.706 -1.733
H -1.323 -1.498 -2.608
H 0.772 -1.456 -3.897
H 1.873 0.702 -4.428
H 0.938 2.798 -3.554
H -1.117 2.776 -2.201
H -5.841 0.636 -1.284
H -7.608 0.811 -2.988
H -7.010 1.115 -5.374
H -4.624 1.229 -6.029
H -2.858 1.016 -4.325
Se 4.350 4.337 -0.527
Sb 4.852 2.293 -1.698
Se 2.351 0.493 -0.397
Se 1.672 -1.159 1.223
Se 4.203 2.452 -4.015
C -2.318 4.117 -0.059
C -1.985 3.281 1.172
P -0.482 2.217 0.992
C 0.847 3.453 0.718
C 0.802 4.751 1.515
C -0.198 1.635 2.728
C -0.859 2.383 3.881
H -3.137 4.810 0.153
H -2.635 3.487 -0.888
H -1.462 4.708 -0.390
H -2.821 2.620 1.416
H -1.831 3.944 2.027
H 0.911 3.654 -0.355
H 1.773 2.913 0.925
H -0.054 5.380 1.257
H 1.710 5.322 1.314
H 0.763 4.562 2.590
H 0.889 1.617 2.841
H -0.500 0.587 2.733
H -0.561 3.432 3.932
H -0.580 1.917 4.830
H -1.948 2.352 3.812
```

## Properties
**Electronic energy**: -334893.3987 eV
**2S+1**: 3
**⟨S²⟩**: 2.0174
**E_HOMO (alpha / beta)**: -0.8 / -0.9 eV
**Charge**: -2
**Frontier orbital gap (alpha / beta)**: 4.775 / 4.863 eV
**Molecular weight**: 846.85 g/mol
**Energy relative to the best compared isomer or geometry (same formula, charge and spin)**: 141.1 kJ/mol

***

- Number 2 is which compound?
  C20H27O2P2SbSe4Ti

***

- Number 2 is which compound?
  C20H27O2P2SbSe4Ti

***

- Which of these has the lowest energy relative to the best compared isomer or geometry (same formula, charge and spin)?
  C20H27N5O4